[1]
DFT (the ωB97M-V functional and the def2-TZVPD basis) results for a cluster of 4 separate species, C32H53F2N2O8PSSi in total at a distorted geometry.

The value obtained for the max |F| is 2.36 eV Å⁻¹. As for the orbital gap: 0.2983 Eh. The calculation puts the highest occupied orbital energy at -0.3346 hartree. As for the net charge: 0. Its SMILES is COCCCCCCCc1cc(P(O)(O)=S)c(CCN)c2c1C(=O)N(C(F)(F)CC[Si](C)(C)c1ccccc1)C2=O.CO.CO.CO.

Last column: Löwdin charge in e.
Positions of all 100 atoms, in Å:
1 C 1.04 -5.03 1.41  -0.12
2 O 0.23 -5.86 0.61  -0.19
3 C 0.65 -5.82 -0.76  -0.24
4 C -0.51 -6.34 -1.58  -0.16
5 C -1.82 -5.52 -1.45  -0.19
6 C -1.66 -4.03 -1.11  -0.18
7 C -3.07 -3.49 -0.69  -0.17
8 C -3.18 -3.26 0.84  -0.16
9 C -3.70 -1.86 1.24  -0.12
10 C -3.04 -0.69 0.56  -0.15
11 C -3.57 -0.15 -0.59  -0.03
12 C -3.02 0.93 -1.23  -0.21
13 P -3.84 1.49 -2.76  0.20
14 O -2.73 1.27 -3.92  -0.18
15 O -4.99 0.41 -3.09  -0.20
16 S -4.57 3.25 -2.69  0.35
17 C -1.89 1.56 -0.73  -0.15
18 C -1.26 2.76 -1.38  -0.14
19 C -0.02 2.35 -2.23  -0.24
20 N 0.23 3.32 -3.32  0.02
21 C -1.37 1.02 0.40  -0.02
22 C -1.92 -0.08 1.03  -0.01
23 C -1.09 -0.43 2.25  -0.28
24 O -1.29 -1.28 3.10  0.15
25 N 0.01 0.48 2.20  0.14
26 C 1.34 -0.03 2.46  -0.52
27 F 1.48 -0.23 3.79  0.13
28 F 2.28 0.87 2.10  0.13
29 C 1.61 -1.32 1.69  -0.12
30 C 3.13 -1.64 1.65  -0.21
31 Si 3.93 -1.27 -0.02  0.61
32 C 3.96 0.56 -0.47  -0.16
33 C 5.73 -1.88 0.06  -0.16
34 C 3.08 -2.17 -1.46  -0.25
35 C 2.02 -1.60 -2.13  -0.10
36 C 1.46 -2.29 -3.17  -0.10
37 C 1.93 -3.51 -3.52  -0.11
38 C 2.97 -4.10 -2.86  -0.09
39 C 3.54 -3.41 -1.82  -0.11
40 C -0.18 1.47 1.24  -0.33
41 O 0.39 2.53 1.06  0.13
42 H 0.60 -4.98 2.41  0.10
43 H 2.04 -5.47 1.53  0.09
44 H 1.09 -4.02 1.00  0.06
45 H 1.54 -6.45 -0.84  0.13
46 H 0.87 -4.78 -0.99  0.09
47 H -0.73 -7.34 -1.20  0.11
48 H -0.23 -6.49 -2.62  0.11
49 H -2.51 -6.02 -0.78  0.11
50 H -2.29 -5.55 -2.44  0.11
51 H -1.00 -3.83 -0.27  0.08
52 H -1.31 -3.47 -1.99  0.10
53 H -3.79 -4.28 -0.93  0.10
54 H -3.37 -2.62 -1.28  0.09
55 H -2.24 -3.43 1.37  0.10
56 H -3.89 -3.98 1.24  0.11
57 H -4.78 -1.78 1.07  0.12
58 H -3.55 -1.76 2.32  0.11
59 H -4.46 -0.62 -0.97  0.12
60 H -1.91 0.94 -3.53  0.05
61 H -4.60 -0.41 -3.43  0.09
62 H -0.94 3.46 -0.61  0.12
63 H -2.00 3.29 -1.98  0.05
64 H -0.21 1.35 -2.63  0.09
65 H 0.83 2.32 -1.54  0.09
66 H -0.05 2.87 -4.19  0.06
67 H -0.39 4.11 -3.19  0.07
68 H 1.12 -2.15 2.21  0.11
69 H 1.20 -1.15 0.69  0.11
70 H 3.68 -1.11 2.42  0.09
71 H 3.26 -2.71 1.84  0.07
72 H 4.36 0.64 -1.49  0.04
73 H 4.60 1.14 0.20  0.04
74 H 2.98 1.02 -0.48  0.01
75 H 5.97 -2.37 -0.88  0.02
76 H 5.91 -2.59 0.87  0.03
77 H 6.41 -1.02 0.14  0.03
78 H 1.66 -0.62 -1.83  0.09
79 H 0.62 -1.84 -3.70  0.10
80 H 1.47 -4.06 -4.34  0.11
81 H 3.37 -5.07 -3.11  0.11
82 H 4.36 -3.84 -1.25  0.10
83 C -1.06 2.96 4.15  -0.14
84 O -1.61 4.28 4.23  -0.12
85 H -1.63 2.32 4.82  0.09
86 H -1.14 2.59 3.13  0.05
87 H -0.02 2.98 4.46  0.09
88 H -1.10 4.83 3.63  0.06
89 C -0.01 7.52 3.82  -0.15
90 O -0.41 7.65 2.46  -0.13
91 H 0.83 6.83 3.87  0.08
92 H 0.31 8.49 4.22  0.08
93 H -0.84 7.14 4.42  0.08
94 H -1.14 8.26 2.43  0.08
95 C 0.34 10.67 0.52  -0.17
96 O -0.01 9.48 -0.18  -0.13
97 H 0.09 11.52 -0.11  0.08
98 H -0.21 10.74 1.46  0.07
99 H 1.42 10.68 0.73  0.08
100 H 0.22 8.73 0.39  0.05

***

[2]
DFT (the ωB97M-V functional and the def2-TZVPD basis) results for a structure of composition C32H53FeNP2 at a distorted geometry.

The value obtained for the max |F| is 4.11 eV Å⁻¹. As for the orbital gap (alpha / beta): 0.2895 / 0.2215 Eh. For the energy above the lowest of the compared OMol25 structures with the same formula, charge and spin, the calculation gives 110.11 kJ/mol. Its multiplicity is 6. The calculation puts the highest occupied orbital energy (alpha / beta) at -0.3606 / -0.3741 hartree. As for the net charge: +1. As for the expectation value of S²: 8.77.

Last column: Mulliken spin population.
Positions of all 89 atoms, in Å:
1 Fe 0.09 -0.95 1.20  3.91
2 C -0.85 -2.71 2.14  0.08
3 C 0.47 -3.04 1.66  0.16
4 C 0.70 -1.38 3.28  0.10
5 C -0.72 -1.67 3.12  0.13
6 C 1.42 -2.23 2.40  0.07
7 C -2.12 -3.39 1.74  0.00
8 H -2.04 -3.82 0.74  0.00
9 H -2.97 -2.70 1.75  0.00
10 H -2.35 -4.21 2.43  0.00
11 C -1.82 -1.02 3.90  0.01
12 H -2.80 -1.22 3.45  0.00
13 H -1.68 0.06 3.93  0.01
14 H -1.85 -1.40 4.93  0.01
15 C 1.26 -0.38 4.24  0.02
16 H 1.38 -0.83 5.24  0.01
17 H 0.59 0.48 4.33  0.01
18 H 2.23 -0.02 3.91  0.01
19 C 2.91 -2.34 2.30  0.01
20 H 3.30 -3.02 3.07  0.00
21 H 3.39 -1.37 2.44  0.00
22 H 3.22 -2.74 1.33  0.00
23 C 0.81 -4.18 0.74  -0.03
24 H 1.03 -5.10 1.30  0.01
25 H 1.69 -3.94 0.13  0.01
26 H -0.02 -4.39 0.06  0.00
27 C -1.72 0.58 -5.67  0.00
28 C -1.78 -0.76 -5.69  0.00
29 C -0.95 -1.77 -6.44  0.00
30 C 0.40 -1.28 -7.01  0.00
31 C 1.34 -0.76 -5.94  0.00
32 C 1.40 0.46 -5.40  0.00
33 C 0.57 1.69 -5.68  0.00
34 C -0.77 1.49 -6.41  0.00
35 H -1.55 -2.19 -7.26  0.00
36 H 0.24 -0.54 -7.79  0.00
37 H -0.76 -2.61 -5.76  0.00
38 H -0.59 1.14 -7.43  0.00
39 H -2.43 1.09 -5.02  0.00
40 H -2.55 -1.22 -5.07  0.00
41 H -1.24 2.47 -6.51  0.00
42 H 0.37 2.17 -4.71  0.00
43 H 2.16 0.61 -4.63  0.00
44 H 1.18 2.41 -6.24  0.00
45 H 0.88 -2.14 -7.50  0.00
46 H 2.04 -1.50 -5.55  0.00
47 P -1.12 -0.65 -0.71  0.06
48 C -2.74 0.21 -0.74  0.02
49 C -1.40 -2.03 -1.90  0.02
50 P 1.46 -0.12 -0.42  0.05
51 C 0.10 0.46 -1.56  0.02
52 C 2.50 -1.22 -1.46  0.01
53 C 2.58 1.31 -0.15  0.03
54 H -2.72 0.98 0.03  0.00
55 H -3.53 -0.51 -0.49  0.00
56 H -2.95 0.65 -1.72  0.01
57 H -1.55 -1.65 -2.92  0.01
58 H -2.29 -2.58 -1.60  0.00
59 H -0.55 -2.71 -1.88  0.00
60 H 2.85 1.80 -1.09  0.01
61 H 3.49 0.96 0.35  0.00
62 H 2.06 2.01 0.51  0.00
63 H -0.14 1.49 -1.29  0.00
64 H 0.24 0.36 -2.64  0.00
65 H 3.46 -1.39 -0.96  0.00
66 H 2.70 -0.77 -2.44  0.01
67 H 2.01 -2.18 -1.59  0.00
68 C 1.86 4.52 4.73  0.00
69 N 0.89 3.46 4.43  0.00
70 C 0.65 2.60 5.60  0.00
71 C 1.03 2.82 3.08  0.03
72 C -0.35 2.38 2.61  0.10
73 C -1.31 3.40 2.90  0.01
74 C -2.67 3.20 2.77  0.00
75 C -3.11 1.96 2.39  0.01
76 C -2.18 0.99 2.05  0.05
77 C -0.78 1.10 2.04  0.03
78 H 2.88 4.10 4.88  0.00
79 H 1.55 5.05 5.66  0.00
80 H 1.85 5.28 3.93  0.00
81 H -0.29 2.02 5.46  0.00
82 H 1.53 1.94 5.80  0.00
83 H 0.47 3.20 6.51  0.00
84 H 1.35 3.60 2.36  0.00
85 H 1.80 2.02 3.05  0.00
86 H -1.02 4.37 3.28  0.00
87 H -3.38 3.97 3.03  0.00
88 H -4.17 1.75 2.33  0.00
89 H -2.60 0.03 1.76  0.02

***

[3]
DFT (the ωB97M-V functional and the def2-TZVPD basis) results for a structure of composition C32H54BCa2F7MgN2O17S at a distorted geometry.

The value obtained for the max |F| is 9.97 eV Å⁻¹. As for the orbital gap: 0.0446 Eh. The calculation puts the highest occupied orbital energy at -0.1847 hartree. As for the net charge: 0.

Last column: Löwdin charge in e.
Positions of all 117 atoms, in Å:
1 C -0.83 0.76 -4.18  -0.04
2 C -1.41 -0.53 -3.54  -0.23
3 O -1.62 -0.55 -2.16  -0.13
4 C -2.52 0.28 -1.46  -0.29
5 C -3.69 0.67 -2.39  -0.14
6 O -4.44 -0.36 -3.04  -0.42
7 C -4.83 0.03 -4.36  -0.11
8 C -1.77 1.63 -1.19  -0.02
9 C -1.41 2.09 0.25  -0.16
10 C -0.34 3.23 -0.02  -0.65
11 O 0.38 3.67 0.89  0.05
12 O -0.35 3.75 -1.15  0.00
13 C -2.50 2.93 0.95  -0.33
14 C -3.18 3.99 -0.12  -0.07
15 F -2.00 3.84 1.92  -0.03
16 C -0.95 0.83 1.01  -0.23
17 N -0.81 1.28 2.39  0.18
18 C 0.47 0.31 0.65  -0.35
19 F 0.56 -0.11 -0.63  0.13
20 F 0.74 -0.84 1.40  0.09
21 C 1.67 1.20 0.92  -0.09
22 C 2.31 1.72 -0.20  0.04
23 C 3.42 2.53 -0.09  -0.02
24 C 3.96 2.86 1.14  -0.03
25 C 3.34 2.32 2.28  -0.17
26 C 3.86 2.62 3.64  -0.55
27 F 3.96 3.93 3.85  0.21
28 F 5.18 2.10 3.78  -0.01
29 F 3.12 2.16 4.63  0.20
30 C 2.23 1.49 2.15  0.03
31 N -1.94 -0.33 0.99  0.20
32 B -2.47 -0.79 2.42  -0.47
33 O -1.92 -1.97 2.85  0.20
34 C -3.51 -0.12 3.34  -0.14
35 C -3.36 -0.67 4.80  -0.08
36 C -2.91 -0.52 -0.14  -0.20
37 C -4.44 -0.40 0.19  -0.15
38 C -5.17 0.91 0.52  -0.08
39 C -2.95 -2.05 -0.50  -0.19
40 C -1.69 -2.92 -0.63  -0.15
41 C -2.10 -4.42 -0.68  -0.18
42 C -1.66 -5.13 -1.96  -0.28
43 O -0.24 -5.04 -2.11  -0.06
44 H -0.94 0.74 -5.26  0.09
45 H -1.27 1.68 -3.80  0.06
46 H 0.24 0.80 -3.98  0.09
47 H -2.25 -0.83 -4.18  0.09
48 H -0.66 -1.29 -3.76  0.13
49 H -3.29 1.30 -3.19  0.12
50 H -4.42 1.35 -1.93  0.12
51 H -5.50 0.89 -4.35  0.10
52 H -5.38 -0.82 -4.77  0.04
53 H -3.97 0.20 -5.01  0.09
54 H -0.79 1.50 -1.64  0.12
55 H -2.21 2.42 -1.79  0.11
56 H -3.22 2.31 1.58  0.07
57 H -3.98 4.65 0.37  0.01
58 H -3.68 3.49 -0.94  0.09
59 H -2.46 4.70 -0.52  0.12
60 H -0.38 2.21 2.40  0.11
61 H -0.15 0.71 2.91  0.10
62 H 1.96 1.55 -1.21  0.14
63 H 3.88 2.91 -0.99  0.09
64 H 4.84 3.49 1.26  0.14
65 H 1.82 1.09 3.06  0.13
66 H -1.28 -1.11 0.82  0.13
67 H -0.96 -1.89 2.75  0.12
68 H -4.50 -0.46 3.01  0.11
69 H -3.43 0.96 3.44  0.06
70 H -3.55 -1.74 4.85  0.08
71 H -3.93 -0.10 5.53  0.06
72 H -2.31 -0.52 5.06  0.07
73 H -4.99 -0.81 -0.66  0.06
74 H -4.75 -1.10 0.96  0.12
75 H -4.84 1.82 0.00  0.03
76 H -6.22 0.79 0.22  0.10
77 H -5.25 1.17 1.59  0.07
78 H -3.52 -2.12 -1.43  -0.07
79 H -3.57 -2.60 0.21  0.12
80 H -1.09 -2.78 -1.53  0.10
81 H -0.99 -2.87 0.20  0.12
82 H -1.65 -4.97 0.16  0.12
83 H -3.19 -4.56 -0.58  0.07
84 H -1.96 -6.18 -1.90  0.12
85 H -2.15 -4.63 -2.81  0.06
86 H -0.07 -4.44 -2.84  0.08
87 Mg 5.87 1.19 2.21  1.21
88 O 10.60 0.72 1.58  -0.29
89 S 9.97 1.31 0.40  0.22
90 O 8.49 1.32 0.57  -0.35
91 O 10.24 0.48 -0.78  -0.24
92 O 10.44 2.68 0.20  -0.28
93 Ca -4.78 -2.80 -2.63  0.84
94 F -3.88 2.78 3.60  -0.59
95 C 6.35 2.19 -1.82  -0.92
96 O 5.42 1.45 -2.17  0.10
97 O 7.56 2.01 -2.14  0.24
98 O 6.24 3.21 -1.08  0.13
99 O 2.36 3.94 -2.56  -0.04
100 H 1.54 4.28 -2.16  0.02
101 H 2.20 3.98 -3.51  0.04
102 Ca -4.46 3.74 1.66  1.53
103 O -3.56 -0.31 7.84  -0.55
104 H -2.98 0.46 7.86  -0.18
105 O -3.39 -6.23 -4.83  -0.10
106 H -2.51 -6.34 -4.46  0.01
107 H -3.23 -5.97 -5.74  0.03
108 C 7.38 -4.27 2.13  -0.03
109 C 7.28 -3.23 1.04  -0.51
110 O 7.95 -2.23 1.07  0.08
111 C 6.30 -3.49 -0.08  -0.02
112 H 8.11 -3.96 2.86  0.08
113 H 6.41 -4.39 2.62  0.08
114 H 7.69 -5.23 1.70  0.08
115 H 5.28 -3.57 0.32  0.08
116 H 6.56 -4.41 -0.60  0.08
117 H 6.33 -2.66 -0.79  0.08

***

[4]
DFT (the ωB97M-V functional and the def2-TZVPD basis) results for a structure of composition C32H54BClN4O17S2Si2 at a distorted geometry.

The value obtained for the max |F| is 1.89 eV Å⁻¹. As for the orbital gap: 0.3112 Eh. The calculation puts the highest occupied orbital energy at -0.3067 hartree. As for the net charge: 0.

Last column: Löwdin charge in e.
Positions of all 113 atoms, in Å:
1 C 5.97 -5.37 0.32  -0.01
2 C 6.45 -4.49 -0.85  -0.48
3 O 6.42 -4.96 -1.97  0.08
4 N 6.86 -3.15 -0.53  0.03
5 C 6.18 -2.16 -1.39  -0.20
6 C 5.20 -1.33 -0.56  -0.20
7 C 3.97 -2.16 -0.06  -0.27
8 C 2.92 -1.16 0.48  -0.28
9 Si 1.22 -1.94 0.77  0.21
10 Cl 1.49 -3.82 1.70  0.33
11 O 0.37 -0.85 1.71  -0.32
12 Si -1.31 -1.04 1.75  0.57
13 C -1.92 -2.43 2.88  -0.24
14 C -3.33 -2.93 2.44  -0.29
15 C -3.27 -4.24 1.58  -0.43
16 S -3.76 -3.84 -0.13  0.94
17 C -5.44 -4.36 -0.32  -1.07
18 S -6.19 -5.46 0.60  0.71
19 N -6.07 -3.71 -1.41  -0.17
20 C -6.18 -2.35 -1.53  -0.09
21 C -6.81 -2.12 -2.73  -0.13
22 N -7.08 -3.35 -3.32  0.05
23 C -6.64 -4.26 -2.53  -0.19
24 C -2.00 0.59 2.49  -0.21
25 C -2.93 1.39 1.51  -0.15
26 C -4.11 0.52 1.04  -0.53
27 O -4.15 0.12 -0.10  0.08
28 O -5.06 0.23 1.97  0.10
29 B 0.42 -2.30 -1.02  -0.65
30 N 1.08 -1.75 -2.20  0.14
31 O -0.75 -3.04 -1.21  0.02
32 H 6.19 -4.93 1.30  0.07
33 H 4.89 -5.58 0.19  0.08
34 H 6.48 -6.34 0.22  0.08
35 H 7.87 -3.05 -0.55  0.10
36 H 5.68 -2.60 -2.27  0.12
37 H 6.94 -1.47 -1.79  0.11
38 H 4.78 -0.53 -1.20  0.11
39 H 5.68 -0.85 0.31  0.12
40 H 4.34 -2.73 0.81  0.09
41 H 3.59 -2.82 -0.85  0.11
42 H 2.74 -0.42 -0.33  0.07
43 H 3.23 -0.59 1.37  0.09
44 H -1.95 -1.17 0.43  0.04
45 H -1.20 -3.24 3.03  0.06
46 H -2.07 -1.97 3.87  0.07
47 H -3.95 -3.14 3.32  0.10
48 H -3.86 -2.15 1.87  0.06
49 H -3.85 -5.06 2.02  0.05
50 H -2.22 -4.55 1.52  0.07
51 H -5.84 -1.60 -0.82  0.10
52 H -7.04 -1.16 -3.17  0.10
53 H -6.63 -5.34 -2.63  0.13
54 H -2.48 0.38 3.46  0.05
55 H -1.14 1.25 2.69  0.08
56 H -3.33 2.25 2.08  0.12
57 H -2.37 1.78 0.66  0.10
58 H -4.61 0.22 2.82  0.07
59 H 0.61 -2.06 -3.05  0.08
60 H 1.10 -0.74 -2.18  0.08
61 H -1.31 -2.51 -1.79  0.09
62 C -4.07 5.41 -1.81  -0.01
63 C -2.83 5.59 -0.97  -0.32
64 C -1.55 5.66 -1.76  -0.10
65 O -0.58 5.20 -0.81  0.07
66 C -1.24 4.37 0.05  -0.55
67 O -0.70 3.67 0.85  0.16
68 O -2.58 4.44 -0.14  0.08
69 H -4.92 5.16 -1.18  0.10
70 H -4.30 6.32 -2.36  0.07
71 H -3.95 4.59 -2.52  0.10
72 H -2.94 6.46 -0.31  0.16
73 H -1.31 6.67 -2.09  0.14
74 H -1.53 4.99 -2.62  0.13
75 C -5.63 1.84 8.27  -0.02
76 C -4.94 0.80 7.42  -0.33
77 C -3.94 1.36 6.44  -0.09
78 O -3.94 0.35 5.42  0.04
79 C -5.17 -0.24 5.45  -0.55
80 O -5.56 -0.99 4.62  0.18
81 O -5.87 0.15 6.54  0.10
82 H -6.48 1.40 8.80  0.09
83 H -4.94 2.27 9.00  0.09
84 H -6.03 2.65 7.65  0.09
85 H -4.49 0.04 8.06  0.16
86 H -2.95 1.48 6.87  0.14
87 H -4.25 2.30 5.99  0.14
88 C -1.52 7.81 -5.95  -0.02
89 C -2.53 6.75 -5.59  -0.34
90 C -3.36 6.26 -6.75  -0.09
91 O -4.56 5.82 -6.09  0.07
92 C -4.68 6.56 -4.96  -0.57
93 O -5.65 6.58 -4.27  0.16
94 O -3.55 7.27 -4.72  0.07
95 H -1.11 8.26 -5.05  0.09
96 H -0.70 7.38 -6.53  0.09
97 H -1.98 8.61 -6.53  0.09
98 H -2.04 5.92 -5.07  0.15
99 H -2.90 5.44 -7.29  0.14
100 H -3.63 7.05 -7.45  0.14
101 C 13.24 -3.54 -0.74  -0.02
102 C 12.21 -2.45 -0.62  -0.34
103 C 10.94 -2.87 0.09  -0.10
104 O 9.98 -1.96 -0.46  0.04
105 C 10.43 -1.62 -1.71  -0.55
106 O 9.78 -1.03 -2.51  0.17
107 O 11.70 -2.06 -1.90  0.09
108 H 14.03 -3.24 -1.43  0.09
109 H 13.69 -3.76 0.23  0.09
110 H 12.80 -4.46 -1.14  0.09
111 H 12.65 -1.57 -0.15  0.16
112 H 11.00 -2.76 1.17  0.14
113 H 10.63 -3.89 -0.15  0.14